# 1
Density functional theory data (ωB97M-V with the def2-TZVPD basis set) for a cluster of 2 separate species, C8H8INS in total at a distorted geometry.

Element x y z (Å)
1 C -0.084 1.254 -1.141
2 C 0.338 1.561 0.166
3 C -1.370 -1.068 0.697
4 C -1.195 -0.924 2.022
5 C 0.654 0.998 -2.164
6 C -0.173 -1.445 0.043
7 C 1.583 1.690 0.677
8 C 0.860 -1.524 0.913
9 N 0.965 0.916 -3.323
10 S 0.395 -1.280 2.551
11 I 3.218 1.106 -0.545
12 H -1.083 1.296 -1.423
13 H -0.394 1.865 0.816
14 H -2.259 -0.844 0.178
15 H -1.825 -0.399 2.744
16 H 0.026 -1.349 -1.070
17 H 1.951 2.059 1.645
18 H 2.008 -1.695 0.711
19 H 1.339 -0.016 -3.684

Spin multiplicity: 1
Structure (SMILES): N=C=C/C=C\I.c1ccsc1
Kohn-Sham gap: 8.48 eV
LUMO energy: 0.37 eV
E_HOMO: -0.2981 hartree
Max |F|: 0.06762 hartree/bohr

Mulliken atomic charge list, values in e, 8 entries:
1. C -0.17
2. C -0.26
3. C -0.53
4. C -0.37
5. C 0.07
6. C -0.35
7. C -0.65
8. C -0.16

# 2
Density functional theory data (ωB97M-V with the def2-TZVPD basis set) for a structure of composition C40H40BrGaN9O2PSe.

Element x y z (Å)
1 Ga -0.260 -0.706 -0.995
2 Br 1.641 -5.912 3.924
3 C 1.450 -4.612 2.573
4 C 2.583 -4.170 1.870
5 C 2.471 -3.225 0.880
6 C 1.224 -2.666 0.543
7 O 1.181 -1.759 -0.398
8 C 0.081 -3.112 1.261
9 C -1.231 -2.603 1.059
10 N -1.572 -1.657 0.240
11 C -2.906 -1.195 0.128
12 C -3.988 -1.631 0.848
13 C -5.267 -1.073 0.645
14 C -5.464 -0.078 -0.268
15 C -4.372 0.403 -1.025
16 C -4.488 1.435 -1.982
17 C -3.385 1.856 -2.671
18 C -2.152 1.242 -2.411
19 N -2.013 0.270 -1.535
20 C -3.098 -0.162 -0.829
21 C 0.226 -4.096 2.271
22 H 3.553 -4.584 2.115
23 H 3.341 -2.885 0.333
24 H -2.003 -3.061 1.675
25 H -3.887 -2.408 1.595
26 H -6.098 -1.446 1.229
27 H -6.446 0.353 -0.417
28 H -5.457 1.887 -2.159
29 H -3.445 2.645 -3.406
30 H -1.257 1.555 -2.935
31 H -0.651 -4.433 2.813
32 Se 1.825 -1.994 -8.259
33 N 2.241 -0.752 -7.074
34 C 1.570 -1.030 -5.986
35 C 1.643 -0.231 -4.770
36 C 2.454 0.899 -4.641
37 C 2.462 1.592 -3.450
38 C 1.656 1.150 -2.409
39 N 0.879 0.077 -2.526
40 C 0.870 -0.618 -3.680
41 C 0.017 -1.807 -3.732
42 N -0.670 -2.103 -2.613
43 C -1.444 -3.179 -2.602
44 C -1.576 -4.016 -3.706
45 C -0.880 -3.719 -4.856
46 C -0.060 -2.589 -4.880
47 C 0.726 -2.193 -6.042
48 N 0.722 -2.845 -7.176
49 H 3.062 1.205 -5.484
50 H 3.081 2.467 -3.315
51 H 1.621 1.657 -1.455
52 H -1.979 -3.386 -1.684
53 H -2.216 -4.885 -3.646
54 H -0.947 -4.339 -5.741
55 O 0.127 0.799 0.161
56 P 0.490 1.544 1.433
57 N 0.107 0.788 2.830
58 C 0.952 -0.327 3.331
59 C 0.010 -1.147 4.228
60 C -1.151 -0.197 4.531
61 C -1.300 0.569 3.225
62 N -0.388 2.923 1.476
63 C -0.361 3.787 0.268
64 C -0.471 5.223 0.802
65 C -0.008 5.122 2.257
66 C -0.562 3.769 2.679
67 N 2.099 1.831 1.371
68 C 2.769 2.543 2.491
69 C 4.151 1.870 2.633
70 C 4.069 0.593 1.787
71 C 3.093 0.979 0.684
72 H 1.794 0.074 3.895
73 H 1.348 -0.937 2.515
74 H 0.516 -1.499 5.124
75 H -0.354 -2.023 3.687
76 H -0.878 0.495 5.330
77 H -2.065 -0.712 4.823
78 H -1.831 1.512 3.331
79 H -1.828 -0.041 2.481
80 H -1.189 3.537 -0.397
81 H 0.574 3.637 -0.280
82 H -1.510 5.553 0.768
83 H 0.119 5.921 0.213
84 H -0.379 5.936 2.877
85 H 1.082 5.118 2.314
86 H -1.628 3.858 2.900
87 H -0.067 3.331 3.544
88 H 2.173 2.460 3.401
89 H 2.875 3.601 2.254
90 H 4.396 1.669 3.674
91 H 4.923 2.529 2.237
92 H 3.668 -0.237 2.368
93 H 5.039 0.291 1.393
94 H 2.619 0.139 0.183
95 H 3.613 1.585 -0.067

Spin multiplicity: 1
Kohn-Sham gap: 6.88 eV
LUMO energy: -5.85 eV
Charge: +2
E_HOMO: -0.4675 hartree
Max |F|: 0.00870 hartree/bohr

Mulliken atomic charge list, values in e, 8 entries:
1. Ga 0.74
2. Br -0.13
3. C -0.40
4. C -0.50
5. C -0.43
6. C -0.43
7. O 0.01
8. C 0.67